This record from OMol25 describes 7 unconnected molecules or ions with the total composition C46H56ClF3O20P2S4. The level of theory is ωB97M-V with the def2-TZVPD basis set.

Values from the calculation:
SMILES string: CCSCc1c(CC)c(CC(=O)Cl)c(S)c2c1C(=O)c1c(cc(S(=O)(=O)C(F)(F)F)c([PH2]=O)c1P(O)(O)=S)C2=O.O=C1CCCO1.O=C1CCCO1.O=C1CCCO1.O=C1CCCO1.O=C1CCCO1.O=C1CCCO1
gap between HOMO and LUMO: 6.46 eV
E_LUMO: -2.49 eV
spin multiplicity: 1
charge: 0

Atoms and positions in Å:
C -1.9786 -4.1314 4.8138
C -2.7655 -3.4424 3.5495
S -3.6220 -4.6807 2.4356
C -4.4475 -3.6371 1.0978
C -4.2498 -2.0164 1.2980
C -5.4043 -1.2390 2.2244
C -6.6818 -2.0434 2.9343
C -8.0153 -2.1050 1.9740
C -5.2640 0.4164 2.4125
C -6.3889 1.2857 3.2828
C -7.5475 1.8732 2.2464
O -7.7273 1.3521 1.0263
Cl -8.6934 3.2731 2.7360
C -3.9784 1.2334 1.7228
S -3.8594 3.0862 2.0098
C -2.8439 0.4677 0.8209
C -3.0102 -1.1839 0.6141
C -1.8360 -1.8813 -0.3514
O -2.2262 -2.7583 -1.2785
C -0.3001 -1.3556 -0.0857
C -0.1380 0.2957 0.1293
C 1.3363 0.9672 0.3764
C 2.7061 0.0082 0.4176
S 4.3195 0.9045 0.7325
O 5.3448 0.1348 1.5988
O 4.9178 1.3838 -0.6450
C 3.9681 2.5256 1.6818
F 5.2956 2.8876 2.3015
F 3.5282 3.6272 0.7943
F 3.0514 2.2446 2.8216
C 2.5190 -1.6174 0.2036
P 4.1704 -2.6511 0.2344
O 5.2804 -1.9349 -0.6906
C 1.0371 -2.3590 -0.0257
P 0.8764 -4.2772 -0.2114
O -0.7195 -4.8744 0.2912
O 2.0040 -5.0700 0.9100
S 1.2016 -4.8411 -2.0611
C -1.5314 1.2216 0.1083
O -1.6176 2.4314 -0.4580
H -2.6815 -4.1570 5.7570
H -1.6605 -5.2174 4.4946
H -0.9866 -3.5460 5.0895
H -2.0287 -2.8244 2.8773
H -3.5806 -2.7122 3.9734
H -5.6078 -3.9026 1.1520
H -4.0936 -4.0319 0.0322
H -6.3426 -3.1639 3.1306
H -6.8708 -1.5756 3.9967
H -8.9166 -1.4536 2.3911
H -8.4478 -3.2132 1.8770
H -7.8223 -1.7366 0.8662
H -5.9193 2.1802 3.8775
H -6.9751 0.6013 4.0602
H -3.0185 3.3860 3.1006
H 1.4512 2.1358 0.5412
H 3.9909 -3.9746 -0.3787
H 4.7130 -2.7575 1.5858
H -0.8263 -4.7287 1.2801
H 2.1080 -4.4901 1.7455
O 2.0119 -1.9664 -2.5445
C 2.7524 -1.5630 -3.4261
C 4.1937 -1.1927 -3.2484
C 4.4793 -0.4180 -4.5100
C 3.5276 -1.0371 -5.5000
O 2.3878 -1.4254 -4.7346
H 4.7924 -2.1058 -3.1873
H 4.3356 -0.5759 -2.3581
H 5.5241 -0.4687 -4.8277
H 4.2225 0.6376 -4.3587
H 3.9472 -1.9282 -5.9785
H 3.2265 -0.3268 -6.2755
O 4.1004 -7.9969 2.4720
C 4.1296 -7.9843 1.2525
C 3.5614 -9.0447 0.3587
C 4.2103 -8.7247 -0.9642
C 4.4212 -7.2358 -0.8767
O 4.6538 -6.9688 0.5055
H 2.4745 -8.9319 0.3165
H 3.8343 -10.0430 0.7084
H 3.6124 -9.0248 -1.8288
H 5.1798 -9.2334 -1.0301
H 3.5394 -6.6715 -1.1979
H 5.2839 -6.9106 -1.4654
O -4.2881 6.2193 2.8412
C -3.5476 6.6227 1.9597
C -2.1063 6.9930 2.1373
C -1.8207 7.7677 0.8757
C -2.7724 7.1487 -0.1143
O -3.9122 6.7603 0.6511
H -1.5076 6.0799 2.1984
H -1.9644 7.6098 3.0277
H -0.7759 7.7170 0.5580
H -2.0775 8.8233 1.0270
H -2.3528 6.2575 -0.5928
H -3.0735 7.8589 -0.8898
O 6.4459 2.4255 -5.6589
C 7.4926 2.1885 -5.0789
C 7.6914 2.2273 -3.5940
C 9.1944 2.2498 -3.4763
C 9.6332 1.5089 -4.7121
O 8.6469 1.8057 -5.6995
H 7.2621 1.3238 -3.1521
H 7.2415 3.1228 -3.1592
H 9.5676 1.8028 -2.5511
H 9.5505 3.2863 -3.5190
H 9.6596 0.4248 -4.5595
H 10.6154 1.8418 -5.0603
O 9.6420 5.3055 -3.4560
C 8.7115 6.0707 -3.6480
C 8.3628 7.2479 -2.7885
C 6.9612 7.5677 -3.2431
C 6.9663 7.1070 -4.6772
O 7.8599 5.9952 -4.7126
H 9.0568 8.0653 -3.0034
H 8.3906 6.9844 -1.7287
H 6.6945 8.6219 -3.1305
H 6.2432 6.9733 -2.6650
H 7.3398 7.8773 -5.3600
H 5.9724 6.7918 -5.0080
O -10.3678 -2.1234 3.4256
C -11.4127 -1.4994 3.3423
C -12.7188 -2.0523 2.8578
C -13.5154 -0.7991 2.5962
C -12.9352 0.1740 3.5888
O -11.5638 -0.1967 3.7223
H -13.1652 -2.6604 3.6495
H -12.5846 -2.6398 1.9467
H -14.5944 -0.9354 2.7073
H -13.3220 -0.4475 1.5754
H -13.4139 0.1011 4.5710
H -13.0052 1.2071 3.2361

This record from OMol25 describes a molecular structure, C46H57AuBN6Te. The level of theory is ωB97M-V with the def2-TZVPD basis set.

Values from the calculation:
gap between HOMO and LUMO (spin up / spin down): 6.70 / 6.70 eV
energy relative to the best compared isomer or geometry (same formula, charge and spin): 0.000 eV
E_LUMO (spin up / spin down): -3.95 / -3.94 eV
spin multiplicity: 1
charge: +1

Atoms and positions in Å:
Au -0.2799 -0.3244 0.3130
C 2.2612 -4.2961 2.9712
C 1.3342 -3.8104 1.9089
C 0.6015 -4.5428 0.9956
C -0.1005 -3.6045 0.2224
N 0.2049 -2.3905 0.6519
N 1.0837 -2.5038 1.6896
B 1.6914 -1.2668 2.4055
N 2.6085 -0.5144 1.3946
N 2.3742 -0.7262 0.0681
C 3.5164 -0.5461 -0.5731
C 4.5066 -0.1133 0.3381
C 3.9018 -0.1340 1.5738
C 4.4928 0.1631 2.9102
C 3.7358 -1.0164 -1.9946
C 4.2304 0.1172 -2.9002
C 4.8359 -2.0935 -1.9314
C 2.4885 -1.6943 -2.5609
N 0.5016 -0.4305 3.0011
N -0.7246 -0.4683 2.3978
C -1.6301 0.0323 3.2442
C -0.9668 0.4390 4.4030
C 0.3697 0.1175 4.2205
C 1.4984 0.2781 5.1797
C -3.1235 -0.0686 3.0368
C -3.6860 -0.8811 4.2160
C -3.7695 1.3205 3.0445
C -3.4606 -0.8165 1.7499
C -1.0654 -3.8825 -0.9074
C -1.5790 -2.5992 -1.5606
C -0.3505 -4.7279 -1.9692
C -2.2558 -4.6706 -0.3441
H 2.2882 -5.3835 2.9612
H 1.9372 -3.9694 3.9594
H 3.2743 -3.9256 2.8118
H 0.5764 -5.6164 0.9104
H 2.3667 -1.6286 3.3219
H 5.5429 0.1116 0.1415
H 5.5495 0.3977 2.8015
H 4.3963 -0.6867 3.5873
H 4.0065 1.0195 3.3805
H 5.1490 0.5552 -2.5055
H 3.4950 0.9179 -2.9926
H 4.4478 -0.2658 -3.9001
H 5.7761 -1.6758 -1.5702
H 5.0095 -2.5121 -2.9250
H 4.5433 -2.9032 -1.2603
H 1.6231 -1.0365 -2.6177
H 2.1996 -2.5414 -1.9355
H 2.6935 -2.0572 -3.5707
H -1.4050 0.8364 5.3037
H 1.1152 0.6009 6.1450
H 2.2092 1.0278 4.8306
H 2.0403 -0.6576 5.3143
H -3.4989 -0.3834 5.1680
H -3.2363 -1.8751 4.2561
H -4.7658 -0.9948 4.1013
H -3.5388 1.8533 3.9689
H -4.8547 1.2239 2.9711
H -3.4246 1.9272 2.2079
H -3.0014 -1.8081 1.7387
H -3.1312 -0.2723 0.8682
H -4.5432 -0.9376 1.6746
H -0.7619 -2.0041 -1.9801
H -2.1505 -1.9891 -0.8529
H -2.2505 -2.8558 -2.3827
H 0.4976 -4.1884 -2.3952
H -1.0415 -4.9759 -2.7775
H 0.0212 -5.6615 -1.5452
H -2.7816 -4.0927 0.4190
H -1.9280 -5.6073 0.1081
H -2.9615 -4.9083 -1.1431
C -4.2260 3.6686 -0.3426
C -4.0310 2.3537 -0.8122
C -2.8550 1.7011 -0.5663
C -1.8124 2.3228 0.1589
C -0.5733 1.6818 0.4409
C 0.4222 2.3551 1.1015
C 0.2174 3.6762 1.5584
C -0.9662 4.3072 1.3252
C -2.0057 3.6492 0.6224
C -3.2355 4.2975 0.3565
H -5.1632 4.1733 -0.5366
H -4.8207 1.8594 -1.3652
H -2.7104 0.6873 -0.9219
H 1.3745 1.8658 1.2880
H 1.0114 4.1760 2.0985
H -1.1315 5.3214 1.6678
H -3.3758 5.3079 0.7219
Te 0.5503 1.2886 -1.9632
C 0.2766 3.3682 -2.0343
C 1.4041 4.1084 -1.6967
C 1.3528 5.4939 -1.7480
C 0.1816 6.1294 -2.1359
C -0.9417 5.3831 -2.4696
C -0.9005 3.9982 -2.4167
C -0.5462 0.7308 -3.6774
C -1.9175 0.8933 -3.8270
C -2.5230 0.5268 -5.0198
C -1.7675 -0.0100 -6.0532
C -0.4011 -0.1887 -5.8951
C 0.2140 0.1803 -4.7073
H 2.3227 3.6138 -1.3997
H 2.2297 6.0731 -1.4906
H 0.1452 7.2099 -2.1834
H -1.8561 5.8780 -2.7700
H -1.7873 3.4279 -2.6652
H -2.5193 1.2912 -3.0225
H -3.5904 0.6590 -5.1409
H -2.2453 -0.2906 -6.9826
H 0.1898 -0.6119 -6.6965
H 1.2819 0.0407 -4.5913

This record from OMol25 describes a molecular structure, C46H57BClF4I2N4O2Ti. The level of theory is ωB97M-V with the def2-TZVPD basis set.

Values from the calculation:
gap between HOMO and LUMO (spin up / spin down): 5.44 / 4.99 eV
energy relative to the best compared isomer or geometry (same formula, charge and spin): 0.699 eV
E_LUMO (spin up / spin down): 2.21 / 1.75 eV
spin multiplicity: 3
expectation value of S²: 2.05
charge: -1

Atoms and positions in Å:
Ti -0.5686 1.2957 1.6029
C -0.5202 4.8935 5.9377
C -0.1813 5.1461 4.4713
N -1.0831 4.4799 3.5391
C -2.4794 4.8870 3.7101
C -3.4539 3.7847 3.3162
C -0.6867 4.7065 2.1600
C 0.6855 4.1764 1.7413
N 0.8997 2.7200 1.7434
C 2.1672 2.2915 1.7079
C 2.3888 0.8935 1.6081
F 1.2364 0.1243 1.4993
C 3.6167 0.3008 1.4982
F 3.7107 -1.0234 1.3264
C 4.7766 1.0482 1.5394
C 4.6141 2.4152 1.6456
F 5.7095 3.1909 1.6571
C 3.3835 3.0291 1.7147
F 3.4026 4.3816 1.7491
H 0.3585 5.0875 6.5543
H -0.8099 3.8519 6.0756
H -1.3236 5.5388 6.2933
H 0.8173 4.7478 4.2901
H -0.1456 6.2352 4.2752
H -2.6865 5.8017 3.1261
H -2.6467 5.1326 4.7573
H -3.2675 3.4182 2.3068
H -4.4803 4.1567 3.3550
H -3.3640 2.9402 3.9985
H -0.6657 5.7938 1.9480
H -1.4455 4.2624 1.5223
H 1.4262 4.6609 2.3707
H 0.8395 4.5501 0.7199
H 5.7525 0.5951 1.4671
I -2.7435 -0.3121 1.9204
C -1.2008 -0.5326 5.2855
I 0.0331 1.0030 4.3977
H -0.5271 -1.0790 5.9565
H -1.9268 0.0170 5.8932
Cl -3.4831 3.2398 -5.0166
C -2.8990 2.8721 -3.4148
C -3.1462 3.7772 -2.3853
C -2.6207 3.5054 -1.1303
C -1.8838 2.3579 -0.8738
O -1.3909 2.1408 0.3365
C -1.6830 1.3935 -1.9168
C -1.0471 0.1682 -1.7884
O -0.4027 -0.3365 -0.6940
C -2.1988 1.7165 -3.2059
H -3.7286 4.6697 -2.5602
H -2.7838 4.2054 -0.3202
H -1.0396 -0.4755 -2.6558
H -2.0038 1.0362 -4.0263
C -3.5042 -2.9221 -1.2432
C -2.0429 -3.3074 -1.0079
C -1.7534 -4.6942 -1.6031
C -1.6439 -3.3098 0.4622
C -2.6168 -3.6124 1.3985
C -2.3014 -3.6837 2.7418
C -0.9832 -3.5851 3.1174
C 0.0516 -3.3315 2.2117
C 1.4247 -3.4156 2.8813
C 1.7481 -2.1351 3.6582
C 2.6078 -3.8625 2.0268
C -0.3068 -3.0848 0.8761
N 0.5917 -2.6032 -0.1489
B 0.4342 -1.4287 -0.9674
N 1.1767 -1.6756 -2.1894
C 1.7644 -2.9433 -2.0403
C 1.4179 -3.4776 -0.8617
C 1.1546 -1.0869 -3.4980
C 0.3131 -1.6963 -4.4491
C 0.2113 -1.1556 -5.7242
C 0.9206 -0.0236 -6.0765
C 1.7760 0.5444 -5.1533
C 1.9257 0.0278 -3.8664
C 2.9535 0.7337 -3.0046
C 2.2948 1.7225 -2.0436
C 3.9297 -0.2217 -2.3157
C -0.5258 -2.9190 -4.1187
C -0.0844 -4.1273 -4.9498
C -2.0189 -2.6460 -4.3348
H -3.6607 -2.7147 -2.3036
H -3.7562 -2.0263 -0.6730
H -4.1839 -3.7274 -0.9579
H -1.4419 -2.5698 -1.5409
H -2.2587 -5.4622 -1.0137
H -0.6857 -4.9092 -1.5966
H -2.1094 -4.7607 -2.6354
H -3.6410 -3.7544 1.0839
H -3.0767 -3.8240 3.4832
H -0.7266 -3.6871 4.1650
H 1.2970 -4.1951 3.6383
H 2.0125 -1.3208 2.9920
H 2.5949 -2.3101 4.3272
H 0.8885 -1.8241 4.2528
H 2.7840 -3.1977 1.1889
H 2.4562 -4.8780 1.6519
H 3.5087 -3.8638 2.6443
H 2.3933 -3.3584 -2.8111
H 1.6688 -4.4491 -0.4755
H -0.4472 -1.6146 -6.4517
H 0.8210 0.4053 -7.0657
H 2.3590 1.4146 -5.4303
H 3.5492 1.3364 -3.6961
H 1.7157 1.2081 -1.2811
H 1.6214 2.3893 -2.5870
H 3.0593 2.3266 -1.5548
H 3.4580 -0.7850 -1.5147
H 4.7618 0.3456 -1.8974
H 4.3313 -0.9320 -3.0424
H -0.3800 -3.1716 -3.0698
H -0.2518 -3.9511 -6.0141
H -0.6541 -5.0116 -4.6567
H 0.9757 -4.3388 -4.8002
H -2.2420 -2.4849 -5.3911
H -2.3463 -1.7651 -3.7796
H -2.6092 -3.4989 -3.9941

This record from OMol25 describes a gas-phase ion, C46H57N4 (charge +1). The level of theory is ωB97M-V with the def2-TZVPD basis set.

Values from the calculation:
gap between HOMO and LUMO: 6.68 eV
energy relative to the best compared isomer or geometry (same formula, charge and spin): 0.052 eV
E_LUMO: -2.80 eV
spin multiplicity: 1
charge: +1

Atoms and positions in Å:
C 0.5494 1.7548 -4.4839
C 1.0893 2.4404 -3.2338
C 1.3288 3.9224 -3.5250
C 2.3059 1.7326 -2.6480
C 3.5997 2.1242 -2.9844
C 4.7055 1.3939 -2.5432
C 4.5163 0.2320 -1.8005
C 3.2271 -0.1987 -1.4672
C 3.0595 -1.5744 -0.8154
C 3.4930 -1.5362 0.6449
C 3.7877 -2.6846 -1.5856
C 2.1310 0.6167 -1.8088
N 0.7775 0.2046 -1.4757
N 0.0620 -0.3868 -2.4628
N -1.0738 -0.8170 -1.8889
C -1.9445 -1.8054 -2.5313
C -1.8738 -3.1525 -2.1297
C -0.6523 -3.6687 -1.3872
C 0.4864 -3.9263 -2.3690
C -0.9323 -4.8935 -0.5163
C -2.8994 -4.0210 -2.4974
C -3.9259 -3.5811 -3.3332
C -3.9009 -2.2862 -3.8442
C -2.8984 -1.3878 -3.4670
C -2.8938 0.0110 -4.0853
C -4.2343 0.7166 -3.8808
C -2.5259 -0.0444 -5.5719
C -1.0638 -0.5422 -0.5285
C -2.1344 -1.0398 0.3120
C -1.8759 -1.8826 1.4162
C -2.9434 -2.4147 2.1311
C -4.2631 -2.0829 1.7949
C -4.5290 -1.2310 0.7118
C -3.4702 -0.7254 -0.0274
C 0.1013 0.0963 -0.2333
C 0.6737 0.3551 1.0970
H 0.2651 0.7165 -4.2591
H -0.3405 2.2907 -4.8547
H 1.3058 1.7450 -5.2881
H 0.3105 2.3794 -2.4633
H 1.7812 4.4205 -2.6617
H 1.9731 4.0651 -4.4016
H 0.3695 4.4094 -3.7340
H 3.7545 3.0179 -3.5894
H 5.7140 1.7379 -2.7905
H 5.3864 -0.3461 -1.4770
H 1.9878 -1.8020 -0.8582
H 2.8942 -0.8084 1.2016
H 3.3629 -2.5167 1.1200
H 4.5457 -1.2334 0.7247
H 3.4150 -2.7439 -2.6159
H 4.8701 -2.5034 -1.6114
H 3.6046 -3.6594 -1.1145
H -0.3313 -2.8705 -0.7069
H 0.7222 -3.0115 -2.9282
H 1.3926 -4.2520 -1.8395
H 0.1857 -4.6934 -3.0986
H -1.7675 -4.7037 0.1696
H -1.1582 -5.7721 -1.1369
H -0.0463 -5.1118 0.0952
H -2.8864 -5.0551 -2.1426
H -4.7331 -4.2626 -3.6124
H -4.6686 -1.9474 -4.5470
H -2.1076 0.5669 -3.5612
H -4.5369 0.6916 -2.8285
H -4.1549 1.7647 -4.1868
H -5.0228 0.2373 -4.4739
H -1.5832 -0.5837 -5.7214
H -3.3001 -0.5646 -6.1508
H -2.4080 0.9681 -5.9768
H -0.8417 -2.1307 1.6626
H -2.7368 -3.0994 2.9544
H -5.0945 -2.5020 2.3634
H -5.5572 -0.9734 0.4409
H -3.6469 -0.0714 -0.8873
H 0.9399 -0.6657 1.5655
H 1.4644 1.1300 1.1543
C 1.6585 5.5358 6.3707
C 0.4325 6.3497 5.9418
C -0.2070 5.6055 4.7560
N 0.5993 4.3965 4.5419
C 0.2273 3.4382 3.6673
C 0.8574 2.2255 3.4413
C 0.2835 1.0378 2.7374
C 0.4308 -0.1095 3.7426
C -0.6553 -0.8486 4.2193
C -0.4570 -2.0565 4.8918
C 0.8407 -2.5202 5.1359
C 1.9297 -1.7089 4.8019
C 1.7208 -0.4857 4.1437
C 1.7345 4.2935 5.4497
H 2.5680 6.1335 6.2711
H 1.5706 5.2458 7.4249
H -0.2699 6.4498 6.7763
H 0.7263 7.3561 5.6380
H -1.2408 5.3230 5.0084
H -0.2373 6.2349 3.8455
H -0.6529 3.6630 3.0538
H 1.7966 2.0653 3.9978
H -0.7206 1.1957 2.3187
H -1.6613 -0.4696 4.0510
H -1.3157 -2.6369 5.2334
H 0.9890 -3.4700 5.6607
H 2.9460 -2.0271 5.0507
H 2.5734 0.1728 3.9467
H 2.6937 4.2527 4.9019
H 1.6578 3.3833 6.0636

| no. | total energy (eV) |
| --- | --- |
| 1 | -172129.14621 |
| 2 | -69226.07833 |
| 3 | -122072.07832 |
| 4 | -54579.25776 |